Below is a structure of composition C4H4NO3 at a distorted geometry, with properties calculated with ωB97M-V/def2-TZVPD.

The geometry in XYZ format:
```
12
Properties=species:S:1:pos:R:3:forces:R:3
C 0.192 1.243 -0.173 -0.64 0.13 0.80
C -2.252 -0.656 -0.140 0.29 2.94 -0.58
C 1.531 0.499 0.203 -1.29 1.01 -0.40
C 0.680 -0.792 0.074 -1.46 1.07 1.07
N -0.476 0.096 -0.382 0.41 -0.81 -0.25
O -1.959 -1.780 -0.103 0.15 -3.10 0.34
O -0.196 2.421 -0.168 0.92 -0.93 -0.15
O -3.067 0.210 -0.130 -0.08 0.01 0.10
H 2.146 0.588 -0.646 1.20 0.11 -1.05
H 2.051 0.937 1.054 -0.08 -0.69 0.42
H 1.034 -1.566 -0.644 -0.31 0.48 0.57
H 0.316 -1.199 1.055 0.89 -0.21 -0.88
```
Forces are in eV/Å.

Highest occupied orbital energy: -0.1590 hartree
Gap between HOMO and LUMO: 0.31051 Eh
Charge: -1
E: -435.3446 hartree
Largest force on an atom: 3.1 eV Å⁻¹
Molecular weight: 114.08 g/mol